Density functional theory data (wB97M-V/def2-TZVPD) for 9 unconnected molecules or ions with the total composition C32H71BNO9PSSi at a distorted geometry.

Results
Gap between HOMO and LUMO, eV: 8.405
SMILES: NB(O)[SiH2][PH2]=S.C1CCOC1.C1CCOC1.C1CCOC1.C1CCOC1.C1CCOC1.C1CCOC1.C1CCOC1.C1CCOC1
E_HOMO, eV: -8.377
Lowest unoccupied orbital energy, eV: 0.03
Molar mass, Da: 715.857
Maximum force, eV Å⁻¹: 3.8
E_tot, eV: -82927.8090

Last column: Löwdin charge in e.
Geometry (Å):
N -0.488 -0.537 0.803  0.08
B -0.805 -1.974 0.433  -0.64
O -1.755 -2.697 1.334  -0.07
Si -0.014 -2.773 -1.174  0.50
P -0.473 -4.926 -1.088  0.13
S 1.023 -5.814 -0.141  -0.01
H 0.508 -0.278 0.621  0.07
H -1.162 0.150 0.399  0.08
H -1.286 -3.435 1.831  0.11
H 1.434 -2.505 -1.284  -0.04
H -0.667 -2.076 -2.304  -0.05
H -0.572 -5.569 -2.386  -0.05
H -1.673 -5.121 -0.269  -0.03
C 1.481 -1.235 -6.592  -0.17
C 1.181 0.187 -6.192  -0.17
C 0.778 0.030 -4.742  -0.21
O 1.501 -1.097 -4.228  -0.17
C 2.099 -1.795 -5.329  -0.19
H 2.138 -1.318 -7.461  0.11
H 0.546 -1.762 -6.816  0.12
H 2.093 0.792 -6.263  0.09
H 0.408 0.661 -6.801  0.12
H -0.291 -0.188 -4.648  0.11
H 1.007 0.918 -4.145  0.12
H 3.178 -1.606 -5.298  0.11
H 1.930 -2.870 -5.220  0.10
C 6.285 0.282 -6.788  -0.18
C 6.221 0.759 -8.216  -0.18
C 4.730 0.799 -8.470  -0.20
O 4.101 1.090 -7.214  -0.16
C 5.079 0.958 -6.173  -0.20
H 7.220 0.535 -6.281  0.12
H 6.161 -0.807 -6.754  0.12
H 6.639 1.770 -8.288  0.12
H 6.757 0.117 -8.919  0.12
H 4.359 -0.174 -8.811  0.12
H 4.450 1.557 -9.206  0.12
H 5.327 1.965 -5.818  0.12
H 4.658 0.389 -5.340  0.11
C -5.178 -0.731 0.428  -0.18
C -6.334 -0.292 -0.434  -0.18
C -5.860 -0.672 -1.819  -0.21
O -5.013 -1.820 -1.668  -0.14
C -4.722 -1.991 -0.274  -0.19
H -5.448 -0.899 1.473  0.11
H -4.384 0.024 0.395  0.12
H -7.230 -0.868 -0.174  0.12
H -6.573 0.771 -0.341  0.12
H -5.262 0.128 -2.268  0.12
H -6.687 -0.912 -2.494  0.12
H -5.280 -2.865 0.078  0.12
H -3.654 -2.182 -0.141  0.09
C -2.950 -0.455 5.027  -0.17
C -3.332 -0.135 3.605  -0.19
C -4.407 0.913 3.794  -0.21
O -4.093 1.618 5.003  -0.14
C -3.067 0.896 5.698  -0.21
H -1.955 -0.896 5.126  0.12
H -3.679 -1.152 5.459  0.12
H -2.474 0.300 3.079  0.11
H -3.678 -1.002 3.036  0.10
H -5.393 0.454 3.922  0.12
H -4.456 1.618 2.959  0.12
H -2.136 1.466 5.605  0.10
H -3.324 0.817 6.758  0.12
C -1.907 4.342 6.132  -0.19
C -1.719 5.734 6.675  -0.19
C -0.248 5.978 6.419  -0.20
O 0.100 5.231 5.245  -0.14
C -0.982 4.341 4.935  -0.21
H -2.942 4.108 5.870  0.11
H -1.565 3.606 6.869  0.12
H -2.322 6.444 6.096  0.12
H -1.991 5.836 7.729  0.11
H 0.367 5.606 7.246  0.12
H -0.019 7.037 6.263  0.11
H -1.487 4.728 4.043  0.12
H -0.588 3.347 4.709  0.11
C -3.649 9.617 9.634  -0.18
C -2.536 10.242 8.834  -0.18
C -1.764 9.029 8.363  -0.20
O -2.711 7.960 8.227  -0.17
C -3.944 8.363 8.841  -0.20
H -4.523 10.263 9.750  0.12
H -3.284 9.351 10.633  0.12
H -2.954 10.777 7.972  0.12
H -1.922 10.943 9.406  0.12
H -1.017 8.721 9.102  0.12
H -1.260 9.198 7.407  0.12
H -4.666 8.559 8.041  0.12
H -4.327 7.551 9.466  0.12
C 0.968 -6.573 -6.355  -0.18
C 1.182 -6.608 -7.846  -0.18
C 1.878 -5.289 -8.097  -0.21
O 2.630 -4.983 -6.915  -0.15
C 2.222 -5.879 -5.871  -0.21
H 0.828 -7.560 -5.907  0.12
H 0.088 -5.962 -6.120  0.12
H 1.849 -7.438 -8.105  0.12
H 0.258 -6.719 -8.420  0.12
H 1.156 -4.481 -8.252  0.11
H 2.549 -5.326 -8.961  0.12
H 3.035 -6.595 -5.710  0.12
H 2.062 -5.319 -4.946  0.11
C 4.264 -5.307 1.990  -0.19
C 4.379 -4.063 1.148  -0.19
C 5.873 -3.820 1.144  -0.21
O 6.504 -5.103 1.250  -0.14
C 5.506 -6.075 1.592  -0.21
H 3.343 -5.869 1.820  0.08
H 4.314 -5.042 3.053  0.12
H 4.033 -4.272 0.129  0.10
H 3.810 -3.215 1.536  0.11
H 6.180 -3.224 2.010  0.12
H 6.213 -3.316 0.235  0.12
H 5.323 -6.692 0.705  0.12
H 5.877 -6.718 2.395  0.12


Density functional theory data (wB97M-V/def2-TZVPD) for a molecular structure, C32H72AsF6N8O10 at a distorted geometry.

Results
Net charge: -1
Gap between HOMO and LUMO, eV: 8.976
E_HOMO, eV: -6.966
Lowest unoccupied orbital energy, eV: 2.01
Molar mass, Da: 917.884
Maximum force, eV Å⁻¹: 3.7
E_tot, eV: -143894.6331

Last column: Löwdin charge in e.
Geometry (Å):
As -10.340 26.788 23.176  0.93
F -8.715 27.418 22.943  -0.26
F -10.389 27.634 24.751  -0.27
F -11.969 26.108 23.483  -0.28
F -10.277 25.873 21.564  -0.29
F -9.567 25.385 23.925  -0.28
F -11.049 28.246 22.331  -0.30
C -15.306 25.919 24.789  -0.37
O -15.768 26.396 25.798  0.01
N -16.106 25.337 23.911  -0.16
C -15.608 25.021 22.548  -0.05
C -17.450 24.790 24.232  -0.04
H -14.272 26.021 24.427  0.12
H -16.060 25.596 21.740  0.08
H -15.840 23.962 22.434  0.07
H -14.535 24.950 22.367  0.07
H -17.537 23.729 24.000  0.08
H -17.732 25.013 25.260  0.08
H -18.281 25.293 23.738  0.08
C -8.799 26.356 16.796  -0.30
O -8.695 25.114 16.950  -0.04
N -9.391 27.220 17.669  -0.18
C -9.553 28.637 17.353  -0.04
C -10.010 26.783 18.904  -0.06
H -8.416 26.862 15.896  0.13
H -9.174 29.226 18.188  0.08
H -10.599 28.921 17.236  0.09
H -9.128 28.831 16.368  0.08
H -10.113 25.705 19.026  0.08
H -9.473 27.252 19.728  0.06
H -11.029 27.158 19.002  0.06
C -13.566 28.204 19.664  -0.30
O -13.697 27.787 18.480  -0.05
N -14.550 28.548 20.534  -0.15
C -14.328 28.792 21.980  -0.04
C -15.938 28.532 20.128  -0.07
H -12.608 28.102 20.196  0.11
H -14.925 29.652 22.284  0.09
H -13.272 29.009 22.143  0.05
H -14.634 28.052 22.720  0.08
H -16.408 29.482 19.876  0.08
H -16.029 27.933 19.222  0.08
H -16.675 28.105 20.808  0.08
C -15.023 29.972 25.500  -0.33
O -15.443 28.934 26.002  0.00
N -13.740 30.061 25.094  -0.18
C -13.262 31.151 24.243  -0.08
C -12.728 29.004 25.230  -0.04
H -15.621 30.847 25.200  0.13
H -12.412 31.623 24.737  0.08
H -13.933 31.974 24.000  0.08
H -12.962 30.825 23.247  0.06
H -11.865 29.483 25.692  0.09
H -13.126 28.265 25.925  0.10
H -12.542 28.541 24.261  0.04
C -10.128 24.810 27.221  -0.29
O -11.135 24.133 27.594  -0.05
N -9.072 25.122 28.000  -0.18
C -7.999 26.084 27.598  -0.03
C -8.952 24.628 29.360  -0.06
H -10.036 25.284 26.231  0.11
H -7.036 25.584 27.493  0.08
H -7.915 26.848 28.371  0.08
H -8.181 26.673 26.699  0.08
H -8.877 25.505 30.004  0.08
H -9.784 23.991 29.660  0.08
H -8.093 23.965 29.457  0.08
C -4.948 26.108 18.564  -0.38
O -3.922 26.199 17.974  0.03
N -5.476 27.028 19.362  -0.16
C -6.757 26.914 19.990  -0.05
C -4.741 28.247 19.684  -0.03
H -5.611 25.238 18.435  0.13
H -7.145 25.929 19.731  0.07
H -7.465 27.572 19.485  0.07
H -6.725 27.042 21.072  0.10
H -4.244 28.080 20.640  0.10
H -3.937 28.551 19.014  0.09
H -5.401 29.111 19.756  0.07
C -14.594 24.309 18.369  -0.32
O -15.523 23.729 17.828  -0.01
N -13.932 23.798 19.439  -0.19
C -12.814 24.405 20.001  -0.09
C -14.165 22.408 19.869  -0.02
H -14.061 25.180 17.956  0.13
H -12.751 24.169 21.063  0.07
H -12.631 25.458 19.787  0.07
H -11.950 23.870 19.604  0.10
H -13.815 21.752 19.072  0.10
H -13.840 22.124 20.870  0.07
H -15.231 22.180 19.880  0.08
C -7.220 32.104 22.278  -0.35
O -6.222 32.343 21.627  0.00
N -7.829 30.891 22.270  -0.18
C -8.710 30.522 23.397  -0.06
C -7.705 29.918 21.242  -0.07
H -7.588 32.772 23.073  0.13
H -9.028 31.268 24.124  0.08
H -8.327 29.735 24.047  0.08
H -9.644 30.175 22.955  0.06
H -6.769 29.401 21.458  0.08
H -8.517 29.192 21.217  0.07
H -7.660 30.391 20.262  0.09
C -6.978 22.469 19.443  -0.13
C -8.115 23.231 20.172  -0.17
C -7.515 23.512 21.557  -0.12
O -6.025 23.614 21.307  -0.16
C -5.716 22.614 20.369  -0.22
H -6.843 22.923 18.461  0.09
H -7.383 21.472 19.269  0.10
H -9.041 22.663 20.078  0.10
H -8.352 24.130 19.604  0.07
H -7.759 22.718 22.263  0.10
H -7.896 24.437 21.992  0.09
H -5.498 21.674 20.875  0.10
H -4.768 22.949 19.948  0.11
C -11.463 21.396 24.465  -0.13
C -10.103 21.022 23.858  -0.17
C -10.456 20.748 22.396  -0.21
O -11.748 21.288 22.172  -0.17
C -12.097 22.195 23.245  -0.15
H -11.462 22.039 25.345  0.10
H -12.075 20.538 24.743  0.11
H -9.697 20.141 24.356  0.10
H -9.385 21.834 23.974  0.10
H -10.413 19.663 22.298  0.11
H -9.671 21.159 21.761  0.09
H -13.186 22.215 23.269  0.11
H -11.700 23.190 23.043  0.10


Which of these has the lowest lowest unoccupied orbital energy?
C32H71BNO9PSSi


The lowest maximum force belongs to which entry?
C32H72AsF6N8O10